13
Properties=species:S:1:pos:R:3 method="wB97M-V/def2-TZVPD" multiplicity=2 lumo_ev="0.5 / -1.6" charge=0 energy_ev=-15554.3204 homo_lumo_gap_ev="8.86 / 8.45" e_above_lowest_kj_mol=35.99 molar_mass_da=305.66
O -0.970 1.399 -1.055
C 0.457 -0.688 0.360
C -1.995 0.815 -0.284
O 1.107 -0.072 1.243
O -0.761 -1.110 0.658
C -1.880 -0.691 -0.144
H -2.951 1.031 -0.785
H -2.032 1.262 0.726
H -1.818 -1.169 -1.131
H -2.754 -1.076 0.395
Hg 2.679 -0.036 -0.040
O 0.990 -0.935 -0.774
H -0.341 0.694 -1.363

114
Properties=species:S:1:pos:R:3 method="wB97M-V/def2-TZVPD" multiplicity=1 lumo_ev=-3.2 charge=+1 energy_ev=-99361.9987 homo_lumo_gap_ev=8.24 molar_mass_da=941.75
C 7.845 -0.597 2.678
C 8.456 0.365 1.500
C 8.179 1.970 1.699
O 7.666 2.352 3.025
C 7.253 3.793 2.955
C 5.623 3.965 2.712
C 5.014 5.353 3.399
N 3.482 5.175 3.343
C 2.991 5.141 1.912
C 1.583 4.248 1.774
O 0.500 5.067 2.395
C -0.752 4.953 1.601
C -2.113 5.323 2.479
O -2.844 4.100 2.854
C -4.287 4.214 2.579
C -4.935 2.716 2.944
O -4.696 1.796 1.783
C -4.611 0.435 2.365
C -5.161 -0.749 1.337
C 4.122 4.742 0.796
N 5.190 3.783 1.274
H 6.934 -0.149 3.263
H 8.737 -0.933 3.375
H 7.458 -1.585 2.133
H 7.953 0.043 0.469
H 9.618 0.226 1.408
H 7.403 2.280 0.853
H 9.173 2.570 1.480
H 7.586 4.311 3.978
H 7.902 4.259 2.095
H 5.119 3.076 3.327
H 5.343 6.306 2.775
H 5.323 5.446 4.549
H 3.054 5.952 3.894
H 2.653 6.257 1.655
H 1.695 3.183 2.248
H 1.311 4.203 0.617
H -0.820 3.802 1.293
H -0.722 5.592 0.604
H -1.773 5.843 3.488
H -2.806 6.091 1.918
H -4.532 4.462 1.439
H -4.780 5.040 3.248
H -6.080 2.766 3.193
H -4.289 2.277 3.847
H -3.500 0.147 2.668
H -5.253 0.371 3.342
H -5.086 -1.761 1.925
H -6.293 -0.599 1.055
H -4.439 -0.816 0.410
H 4.634 5.678 0.266
H 3.544 4.181 -0.085
H 6.051 3.980 0.679
H 4.966 2.765 1.130
C -2.645 -1.621 -2.926
C -3.689 -2.046 -3.901
O -4.407 -3.039 -3.204
C -4.296 -2.699 -1.889
O -5.001 -3.152 -1.003
O -3.302 -1.782 -1.684
F -3.128 -2.613 -4.992
H -1.756 -2.260 -2.952
H -2.336 -0.583 -3.074
H -4.371 -1.245 -4.206
C -4.519 -5.666 1.194
C -5.273 -5.772 2.476
O -4.268 -6.032 3.429
C -3.147 -5.435 2.935
O -2.147 -5.205 3.594
O -3.283 -5.120 1.611
F -6.119 -6.826 2.451
H -4.344 -6.639 0.723
H -5.014 -5.011 0.473
H -5.817 -4.863 2.753
C -2.446 3.568 -1.185
C -1.405 4.222 -2.027
O -1.890 4.055 -3.340
C -3.246 4.018 -3.215
O -4.023 4.159 -4.145
O -3.630 3.811 -1.919
F -0.224 3.573 -1.924
H -2.295 2.488 -1.087
H -2.508 4.006 -0.185
H -1.264 5.288 -1.820
C -3.346 -3.889 -7.893
C -2.305 -3.235 -8.735
O -2.790 -3.402 -10.047
C -4.146 -3.439 -9.922
O -4.923 -3.298 -10.852
O -4.530 -3.647 -8.626
F -1.124 -3.884 -8.631
H -3.195 -4.969 -7.795
H -3.408 -3.451 -6.893
H -2.164 -2.169 -8.527
C 11.962 -3.385 0.440
C 11.601 -2.504 1.587
O 10.193 -2.466 1.542
C 9.822 -3.658 0.997
O 8.691 -4.112 1.046
O 10.876 -4.289 0.394
F 12.067 -1.250 1.397
H 12.022 -2.842 -0.509
H 12.905 -3.914 0.602
H 11.928 -2.880 2.562
C -8.834 -5.574 -0.131
C -8.949 -6.112 -1.516
O -7.690 -5.831 -2.084
C -6.818 -5.845 -1.038
O -5.606 -5.917 -1.158
O -7.466 -5.778 0.164
F -9.892 -5.442 -2.216
H -9.063 -4.505 -0.071
H -9.472 -6.109 0.578
H -9.143 -7.188 -1.565